Here is a molecular structure, C55H70KN5O2P4 from the Open Molecules 2025 dataset. Energies are from the ωB97M-V functional and the def2-TZVPD basis.

Geometry as ORCA input:
```
! wB97M-V def2-TZVPD RIJCOSX def2/J DEFGRID3
* xyz 0 1
K 0.3635 0.0846 -0.2068
C 2.0014 3.9192 -4.3537
C 0.9243 3.0682 -3.6791
C -0.4496 3.7297 -3.8157
P 1.1838 2.6442 -1.8816
C 1.7752 4.2892 -1.1943
C 1.1278 4.5829 0.1628
C 3.2892 4.4647 -1.1384
C 2.6493 1.5510 -1.9100
C 3.2173 1.0590 -3.0844
C 4.3277 0.2227 -3.0682
C 4.8883 -0.1236 -1.8432
C 4.3436 0.3438 -0.6615
C 3.2042 1.1814 -0.6476
N 2.5365 1.5633 0.4772
C 3.1368 1.8427 1.6601
C 4.4811 2.3079 1.7469
C 5.0481 2.7351 2.9252
C 4.3193 2.7174 4.1142
C 3.0226 2.2393 4.0715
C 2.4142 1.7904 2.8935
P 0.7308 1.0924 2.9323
C 0.9662 -0.5745 3.7578
C 1.9851 -0.6590 4.8942
C 1.3326 -1.6249 2.7051
C -0.2585 2.0916 4.1751
C -0.1832 1.8042 5.6750
C -0.0534 3.5818 3.8892
H 1.8442 3.9432 -5.4361
H 3.0046 3.5402 -4.1632
H 1.9609 4.9510 -3.9974
H 0.8667 2.0991 -4.1833
H -0.4978 4.6562 -3.2348
H -1.2404 3.0670 -3.4598
H -0.6538 3.9840 -4.8594
H 1.3762 5.0172 -1.9083
H 1.4272 3.8325 0.8972
H 0.0383 4.5873 0.0904
H 1.4414 5.5672 0.5248
H 3.7244 3.7729 -0.4165
H 3.5327 5.4819 -0.8159
H 3.7597 4.2882 -2.1059
H 2.7960 1.3298 -4.0436
H 4.7584 -0.1339 -3.9961
H 5.7578 -0.7706 -1.8080
H 4.7774 0.0451 0.2860
H 5.0633 2.3588 0.8345
H 6.0692 3.1001 2.9177
H 4.7530 3.0592 5.0451
H 2.4612 2.2028 4.9952
H -0.0276 -0.8207 4.1502
H 2.9846 -0.4270 4.5222
H 2.0034 -1.6739 5.3060
H 1.7675 0.0303 5.7082
H 2.3286 -1.4140 2.2965
H 0.6417 -1.7015 1.8615
H 1.3597 -2.6147 3.1709
H -1.2816 1.8379 3.8686
H 0.7773 2.0871 6.1068
H -0.3635 0.7524 5.9024
H -0.9520 2.3905 6.1877
H 0.9146 3.9184 4.2640
H -0.8325 4.1745 4.3771
H -0.0736 3.7962 2.8179
O -1.7344 -0.8457 -1.3355
P -2.1268 -2.2623 -1.1630
C -1.0270 -3.4227 -2.0547
P 0.7606 -3.3449 -1.6852
O 1.2333 -1.9855 -1.3524
C 1.0801 -4.5365 -0.3715
C 0.4809 -5.7920 -0.2888
C 0.8122 -6.6507 0.7457
C 1.7444 -6.2626 1.7025
C 2.3499 -5.0174 1.6182
C 2.0221 -4.1555 0.5800
C 1.5668 -3.9414 -3.1873
C 2.5058 -3.0876 -3.7607
C 3.1677 -3.4760 -4.9177
C 2.8942 -4.7063 -5.4991
C 1.9588 -5.5593 -4.9242
C 1.2973 -5.1786 -3.7675
C -3.7479 -2.6247 -1.8795
C -3.9516 -2.3064 -3.2227
C -5.1973 -2.4946 -3.8005
C -6.2472 -2.9947 -3.0401
C -6.0525 -3.3019 -1.7007
C -4.8056 -3.1152 -1.1182
C -2.1706 -2.7278 0.5749
C -2.1126 -4.0457 1.0205
C -2.1471 -4.3184 2.3794
C -2.2614 -3.2771 3.2937
C -2.3370 -1.9637 2.8494
C -2.2835 -1.6824 1.4915
H -1.1203 -3.1200 -3.1022
H -1.4194 -4.4420 -1.9981
H -0.2482 -6.1119 -1.0267
H 0.3427 -7.6247 0.8082
H 1.9990 -6.9333 2.5128
H 3.0755 -4.7109 2.3608
H 2.4788 -3.1751 0.5061
H 2.7139 -2.1299 -3.2960
H 3.8994 -2.8123 -5.3608
H 3.4125 -5.0055 -6.4015
H 1.7495 -6.5208 -5.3756
H 0.5766 -5.8530 -3.3163
H -3.1422 -1.8866 -3.8102
H -5.3520 -2.2418 -4.8418
H -7.2205 -3.1359 -3.4925
H -6.8721 -3.6814 -1.1040
H -4.6597 -3.3463 -0.0704
H -2.0296 -4.8628 0.3131
H -2.0843 -5.3427 2.7243
H -2.2910 -3.4916 4.3546
H -2.4298 -1.1509 3.5595
H -2.3294 -0.6532 1.1398
C -3.5617 1.5369 -0.7758
N -2.8850 1.6084 0.5279
C -3.9111 1.6502 1.5727
N -4.8212 2.7886 1.4212
C -5.4470 2.6902 0.0974
N -4.4638 2.6753 -0.9877
C -3.6676 3.9071 -0.8964
N -2.9914 4.0359 0.3986
C -2.1267 2.8644 0.5750
C -4.0104 4.0146 1.4497
H -4.1344 0.6088 -0.8322
H -2.8079 1.5173 -1.5614
H -3.4202 1.7209 2.5475
H -4.4914 0.7237 1.5393
H -6.1164 3.5417 -0.0394
H -6.0369 1.7721 0.0531
H -4.3271 4.7651 -1.0409
H -2.9167 3.9041 -1.6876
H -1.6156 2.9311 1.5385
H -1.3716 2.8506 -0.2135
H -4.6706 4.8750 1.3249
H -3.5182 4.0889 2.4217
*
```

Values from the calculation:
Orbital gap in eV: 5.71
Total energy in eV: -123201.2521
Energy above the lowest of the compared OMol25 structures with the same formula, charge and spin in kcal per mole: 1.79

These are the Mulliken partial charges, in e, on atoms 1 to 4: 2.436, -1.782, 0.029, -1.331